# C2H5Cl3O2SSi

A molecular structure, C2H5Cl3O2SSi at a distorted geometry (the ωB97M-V functional and the def2-TZVPD basis, the Open Molecules 2025 dataset).

```
14
Properties=species:S:1:pos:R:3:lowdin_charge:R:1
C -1.1170 -0.7289 2.2811 -0.2227
C 0.6302 1.2132 0.4382 -0.1007
O 2.3275 -0.8457 -2.4712 -0.3984
O -0.0112 -0.6156 -3.2477 -0.4060
Si -0.6581 -0.1278 0.5254 -0.2895
S 1.0659 -0.1626 -2.4134 0.3329
Cl 0.1809 -1.7668 -0.4304 0.3869
Cl -2.2967 0.4658 -0.4764 0.3794
Cl 1.4784 1.8615 -3.0787 0.2221
H -0.2658 -0.6911 2.9527 0.0283
H -1.9101 -0.1211 2.7048 0.0247
H -1.4687 -1.7567 2.2568 0.0252
H 0.3938 2.2430 0.2335 0.0051
H 1.6511 1.0327 0.7253 0.0128
```

Properties
Frontier orbital gap (spin up / spin down) ... 8.78 / 6.69 eV
2S+1 ... 1
Charge ... 0
LUMO energy (spin up / spin down) ... -1.55 / -3.29 eV
Calculated total energy ... -2297.944572 a.u.
HOMO energy (spin up / spin down) ... -10.33 / -9.98 eV
Energy relative to the best compared isomer or geometry (same formula, charge and spin) ... 2.565 eV

=====

# C26H31N5OS

C26H31N5OS in the gas phase (the ωB97M-V functional and the def2-TZVPD basis, the Open Molecules 2025 dataset).

```
64
Properties=species:S:1:pos:R:3:lowdin_charge:R:1
O -2.1603 -3.1613 -1.3746 0.0714
C -2.0577 -2.4254 -0.4116 -0.3661
N -3.1740 -1.7688 0.1145 0.0731
C -3.0706 -0.9146 1.1758 -0.2749
N -1.9758 -0.6758 1.8065 0.1744
C -0.8270 -1.2867 1.3972 -0.2221
C 0.3660 -1.0590 2.0942 0.0009
C 1.5394 -1.6177 1.6556 -0.0188
C 1.5718 -2.4132 0.4956 -0.2402
C 0.3854 -2.7101 -0.1536 0.0572
C -0.8106 -2.1492 0.2893 -0.0782
H 0.3654 -3.3555 -1.0194 0.1314
N 2.7857 -2.9013 0.0045 0.0449
C 3.9232 -2.1680 -0.2131 -0.8686
N 3.8908 -0.8767 0.1379 0.0281
H 2.9983 -0.4424 0.3584 0.0894
C 4.8915 0.1120 -0.1832 -0.3337
C 4.4123 0.9786 -1.3588 -0.0988
C 3.3961 2.0242 -0.8695 -0.1636
N 2.7931 1.5641 0.3722 -0.2136
C 3.7649 1.6545 1.4524 -0.1791
C 5.1002 1.0124 1.0356 -0.1068
H 5.8279 1.7798 0.7712 0.1160
H 5.5095 0.4332 1.8628 0.1170
H 3.3465 1.1331 2.3183 0.1151
H 3.9351 2.7050 1.7475 0.1229
C 1.5461 2.2245 0.7010 -0.1461
C 0.4201 1.8829 -0.2414 -0.2029
C 0.4167 0.7151 -0.9913 -0.0418
C -0.6395 0.4212 -1.8358 -0.0669
C -1.7096 1.2919 -1.9382 -0.0969
C -1.7235 2.4527 -1.1833 -0.0939
C -0.6656 2.7445 -0.3424 -0.0380
H -0.6791 3.6547 0.2406 0.1126
H -2.5551 3.1389 -1.2584 0.1037
H -2.5243 1.0749 -2.6140 0.0963
H -0.6249 -0.4901 -2.4155 0.1123
H 1.2500 0.0342 -0.9237 0.1031
H 1.6636 3.3231 0.7438 0.1318
H 1.2550 1.8905 1.7045 0.1270
H 2.6095 2.1637 -1.6127 0.1188
H 3.8911 2.9990 -0.7208 0.1268
H 5.2662 1.4745 -1.8197 0.1155
H 3.9611 0.3277 -2.1088 0.1168
H 5.8114 -0.4180 -0.4464 0.0976
S 5.2385 -2.9151 -0.8803 0.6151
H 2.7720 -3.7918 -0.4735 0.1221
H 2.4519 -1.4704 2.2136 0.1222
H 0.3338 -0.4438 2.9793 0.1159
C -4.2895 -0.1842 1.6466 -0.1051
H -3.9911 0.3432 2.5527 0.1177
H -5.0848 -0.8868 1.9048 0.1198
C -4.8010 0.8246 0.6107 -0.1776
C -5.6962 0.1938 -0.4517 -0.2047
C -4.9758 -0.8344 -1.3184 -0.1600
C -4.4488 -2.0320 -0.5301 -0.1193
H -5.1782 -2.3522 0.2188 0.1317
H -4.2601 -2.8637 -1.2147 0.1210
H -5.6708 -1.2043 -2.0746 0.1154
H -4.1387 -0.3642 -1.8364 0.1000
H -6.0876 0.9834 -1.0970 0.1097
H -6.5504 -0.2838 0.0356 0.1132
H -5.3742 1.5929 1.1331 0.1118
H -3.9454 1.3116 0.1382 0.0979
```

Properties
Frontier orbital gap ... 8.23 eV
2S+1 ... 1
Charge ... 0
LUMO energy ... 0.35 eV
Calculated total energy ... -1756.652052 a.u.
HOMO energy ... -7.88 eV